Record 1
Entry from OMol25: one molecule with the formula C3H8N2 (the ωB97M-V functional and the def2-TZVPD basis).

Positions of all 13 atoms, in Å:
H (1.5113, 0.6957, 1.7746)
N (0.5773, 1.0664, 1.6345)
C (-0.1088, 0.4468, 0.7525)
N (-1.4300, 0.7684, 0.5847)
C (0.3102, -0.8285, 0.0109)
C (0.5169, -0.3685, -1.4266)
H (-1.7937, 1.5153, 1.1525)
H (-2.0696, 0.0848, 0.2217)
H (-0.4740, -1.5854, 0.0637)
H (1.2491, -1.2014, 0.4255)
H (-0.4296, -0.1356, -1.9144)
H (1.0912, -1.0892, -2.0071)
H (1.0496, 0.6311, -1.2725)

Values from the calculation:
Total charge = 0
Frontier orbital gap = 10.05 eV
HOMO level = -9.071 eV
LUMO level = 0.977 eV
SMILES = [H]/N=C(/N)CC

=====

Record 2
Entry from OMol25: one molecule with the formula C3H8N2 (the ωB97M-V functional and the def2-TZVPD basis).

Positions of all 13 atoms, in Å:
H (1.8853, -1.8521, -0.0407)
N (2.0699, -0.8811, -0.0810)
C (0.8481, -0.3183, -0.0690)
C (0.8535, 1.2215, 0.0218)
N (-0.3459, -0.9594, 0.1092)
C (-1.6720, -0.1788, -0.0806)
H (0.7671, 1.6628, 1.1478)
H (1.9281, 1.6127, -0.3139)
H (-0.0541, 1.6417, -0.5808)
H (-0.3365, -2.0065, 0.3639)
H (-1.9634, 0.3927, 0.8225)
H (-2.5319, -0.8068, -0.3435)
H (-1.4481, 0.4717, -0.9556)

Values from the calculation:
Total charge = 0
Frontier orbital gap = 9.51 eV
HOMO level = -8.660 eV
LUMO level = 0.846 eV
SMILES = [H]/N=C(/C)NC

=====

Record 3
Entry from OMol25: one molecule with the formula C3H8N2 (the ωB97M-V functional and the def2-TZVPD basis).

Positions of all 13 atoms, in Å:
C (1.1253, 0.4392, -0.4873)
C (1.2679, -0.6594, 0.5695)
C (-1.6673, -0.3076, -0.1789)
N (-0.0551, 1.1348, -0.0527)
N (-0.7887, 0.2440, 0.8159)
H (2.1554, 0.8779, -0.4396)
H (0.8506, 0.0897, -1.4187)
H (1.3567, -1.7573, 0.4045)
H (1.6311, -0.4708, 1.4900)
H (-1.2328, -0.9697, -1.0008)
H (-2.3927, -1.0189, 0.3633)
H (-2.2850, 0.4856, -0.6426)
H (0.0348, 1.9127, 0.5774)

Values from the calculation:
Total charge = 0
Frontier orbital gap (spin up / spin down) = 7.76 / 7.75 eV
HOMO level (spin up / spin down) = -8.067 / -8.065 eV
LUMO level (spin up / spin down) = -0.311 / -0.312 eV

=====

Record 4
Entry from OMol25: one molecule with the formula C3H8N2 (the ωB97M-V functional and the def2-TZVPD basis).

Positions of all 13 atoms, in Å:
N (1.5289, -0.6604, -0.3324)
C (0.6830, -0.0266, 0.6307)
C (-0.7344, -0.6738, 0.7841)
C (-0.6138, 0.6749, 0.2288)
N (-0.9381, 0.7034, -1.1667)
H (2.4981, -0.2714, -0.5967)
H (1.6874, -1.8597, -0.1580)
H (1.0062, 0.5632, 1.5795)
H (-0.9464, -0.8448, 1.8859)
H (-0.9430, -1.3925, -0.0158)
H (-0.9150, 1.5602, 0.7883)
H (-1.9993, 0.6595, -1.1068)
H (-0.5319, 1.4374, -1.7440)

Values from the calculation:
Total charge = 0
Frontier orbital gap = 9.70 eV
HOMO level = -8.548 eV
LUMO level = 1.147 eV
SMILES = N[C@@H]1C[C@@H]1N

=====

Record 5
Entry from OMol25: one molecule with the formula C3H8N2O (the ωB97M-V functional and the def2-TZVPD basis).

Positions of all 14 atoms, in Å:
C (1.5318, 0.1446, -0.5563)
N (0.0569, -0.2135, -0.5174)
C (-0.1225, -1.6516, -0.1725)
C (-1.0068, 0.5853, 0.2379)
O (-2.1518, 0.1973, 0.2529)
N (-0.5092, 1.6997, 0.7768)
H (1.5765, 1.2283, -0.7420)
H (1.9330, -0.0857, 0.4401)
H (-0.2339, -0.1251, -1.4913)
H (-1.1711, -1.9339, -0.2707)
H (0.5286, -2.2120, -0.8404)
H (0.2065, -1.7940, 0.8589)
H (-1.1297, 2.3043, 1.2909)
H (0.4916, 1.8563, 0.7332)

Values from the calculation:
Total charge = 0
Frontier orbital gap = 7.58 eV
HOMO level = -6.898 eV
LUMO level = 0.680 eV

=====

Record 6
Entry from OMol25: one molecule with the formula C3H8N2O (the ωB97M-V functional and the def2-TZVPD basis).

Positions of all 14 atoms, in Å:
C (0.3503, 2.1487, 0.1275)
N (-0.2089, 0.7980, 0.1494)
C (0.6913, -0.2340, -0.0736)
O (1.8209, 0.0401, -0.3993)
C (0.1434, -1.6252, 0.0654)
N (-1.3190, -1.6767, -0.0981)
H (1.2878, 2.2255, 0.6854)
H (0.7227, 2.3584, -0.8758)
H (-0.3756, 2.8424, 0.5291)
H (-1.0286, 0.7535, 0.7313)
H (0.3940, -1.9081, 1.0891)
H (0.6673, -2.2247, -0.6756)
H (-1.6040, -0.9391, -0.7208)
H (-1.5415, -2.5589, -0.5340)

Values from the calculation:
Total charge = 0
Frontier orbital gap = 10.54 eV
HOMO level = -9.593 eV
LUMO level = 0.946 eV
SMILES = CNC(=O)CN

=====

Record 7
Entry from OMol25: one molecule with the formula C3H8N2O (the ωB97M-V functional and the def2-TZVPD basis).

Positions of all 14 atoms, in Å:
H (1.5442, 1.4990, -0.7875)
N (1.1854, 0.5920, -0.4686)
C (-0.0662, 0.7029, -0.1405)
C (-0.8656, 1.9531, -0.2852)
O (-0.7521, -0.2810, 0.4917)
C (-0.2907, -1.6236, 0.3431)
N (1.0490, -1.8531, 0.7766)
H (-0.2236, 2.8360, -0.2531)
H (-1.3796, 1.9266, -1.2503)
H (-1.6117, 2.0292, 0.5127)
H (-0.4939, -1.9479, -0.6824)
H (-1.0808, -2.1227, 1.0190)
H (1.3813, -2.7139, 0.3480)
H (1.6042, -0.9966, 0.3764)

Values from the calculation:
Total charge = 0
Frontier orbital gap = 9.85 eV
HOMO level = -8.913 eV
LUMO level = 0.939 eV
SMILES = [H]/N=C(\C)OCN

=====

Record 8
Entry from OMol25: a 2-piece molecular cluster, C3H8N2O overall (the ωB97M-V functional and the def2-TZVPD basis).

Positions of all 14 atoms, in Å:
C (-0.6730, 0.7571, 0.2702)
C (1.9642, 0.7030, -0.0274)
N (-1.8609, 0.0826, 0.2819)
C (0.7560, -0.1676, -0.1726)
O (-1.7844, -1.8038, -0.2869)
N (0.6443, -1.3360, -0.4842)
H (-2.1104, -2.0440, 0.5887)
H (-2.3484, 0.1801, -0.6045)
H (-0.4144, -1.7536, -0.4169)
H (-0.3704, 1.0520, 1.2773)
H (-0.5938, 1.5669, -0.4609)
H (2.8440, 0.1528, -0.3560)
H (2.0914, 1.0001, 1.0153)
H (1.8560, 1.6105, -0.6240)

Values from the calculation:
Total charge = 0
Frontier orbital gap = 7.86 eV
HOMO level = -8.697 eV
LUMO level = -0.835 eV

=====

For each record above, in turn, the calculated relative energy (zero: lowest compared OMol25 entry of this formula, charge and spin) values are 100.57; 223.60; 645.04; 342.05; 318.75; 82.86; 159.54; 515.05 kJ/mol.